[1]
16
Properties=species:S:1:pos:R:3:forces:R:3 method="wB97M-V/def2-TZVPD" smiles=Cc1cn(C)c(F)[nH+]1 charge=+1 homo_energy_ev=-14.3 e_lumo_ev=-3.47
C 0.9908 -1.5118 -1.5738 1.4 -0.2 0.0
C 0.1753 -0.6041 -0.7600 -1.3 0.0 1.1
C 0.2183 -0.1901 0.5644 -0.8 -1.2 -2.1
N -0.9048 0.5566 0.7874 0.2 0.9 -1.4
C -1.1511 1.1663 2.0885 -0.1 -1.0 -1.4
C -1.5871 0.6766 -0.3336 -3.2 2.5 1.5
F -2.7831 1.6265 -0.3711 4.5 -3.9 -0.3
N -1.0632 -0.1021 -1.2850 0.0 1.9 0.5
H 0.7924 -2.5983 -1.4081 0.6 0.8 0.6
H 0.6414 -1.4227 -2.5818 0.3 0.4 -0.9
H 2.0864 -1.1656 -1.4907 -1.6 -1.1 -0.2
H 0.7148 -0.5379 1.4466 0.8 0.0 -0.2
H -0.1859 1.5297 2.4214 -0.3 0.3 0.4
H -1.8759 1.8998 1.7777 -0.5 0.5 1.4
H -1.4767 0.2592 2.5919 -0.5 0.8 1.2
H -1.3951 0.1004 -2.2317 0.6 -0.8 0.0

---

[2]
16
Properties=species:S:1:pos:R:3:forces:R:3 method="wB97M-V/def2-TZVPD" smiles=N[C@@H]1[C@@H]2OCC[C@]12F charge=0 homo_energy_ev=-9.0 e_lumo_ev=0.92
N 0.2268 1.7597 -0.4930 1.2 1.2 0.4
C -0.6781 1.0775 0.3575 -1.0 0.0 0.6
C -0.1841 -0.0192 1.2999 0.1 0.0 -0.1
O 1.1251 -0.4917 1.1502 -0.1 0.0 0.3
C 1.2906 -1.0052 -0.1686 0.4 0.1 -1.0
C -0.1030 -1.1617 -0.8026 -0.1 -0.2 -0.5
C -0.9967 -0.3709 0.1066 0.1 0.2 0.1
F -2.3005 -0.7854 0.1954 0.0 0.0 0.0
H 0.8206 2.4392 0.0434 -0.9 -1.0 -0.8
H -0.2478 2.2657 -1.2302 0.0 0.0 0.1
H -1.5416 1.6247 0.8028 0.6 -0.4 -0.3
H -0.5634 -0.0484 2.3148 0.1 0.0 -0.1
H 1.8224 -1.9603 -0.1344 -0.1 0.1 0.3
H 1.9034 -0.3058 -0.7767 -0.4 -0.3 0.5
H -0.1200 -0.8145 -1.8469 0.1 0.0 0.4
H -0.4537 -2.2036 -0.8181 0.1 0.2 0.2

---

[3]
17
Properties=species:S:1:pos:R:3:forces:R:3 method="wB97M-V/def2-TZVPD" charge=0 homo_energy_ev=-10.3 e_lumo_ev=0.35
N 0.6855 -0.4956 -1.3778 -2.5 -3.3 -0.5
C -0.6234 0.2228 -1.0454 4.3 0.4 3.4
C -1.1538 -0.2588 0.3438 -1.2 1.0 -2.8
C -0.6360 -0.8102 1.4339 -0.8 1.5 3.2
C 0.8259 -1.0392 2.0511 -3.4 -1.8 -0.3
O 0.6601 -1.4639 3.2158 3.1 1.6 -3.4
O 1.9319 -0.9428 1.2231 -0.4 -0.5 3.7
C -0.0247 1.7071 -0.8615 0.0 -0.7 0.9
F -1.1026 2.5010 -0.2638 2.2 -0.8 -1.4
H 0.4749 -1.5813 -1.6476 0.5 3.4 0.8
H 0.9467 -0.0655 -2.2369 0.8 0.0 -1.0
H -1.4414 0.1798 -1.7061 -0.6 -0.1 -1.3
H -2.2432 -0.0238 0.1492 0.9 -0.6 1.7
H -1.3961 -0.7963 2.4163 2.1 -0.6 -2.9
H 1.8041 -0.8550 0.2743 -1.3 0.4 -0.6
H 0.8850 1.5895 -0.0973 -2.2 0.6 -1.5
H 0.4071 2.1322 -1.8711 -1.3 -0.4 2.0

---

For reference, energy relative to the best compared isomer or geometry (same formula, charge and spin) by record: 1.203 2.125 2.572 eV.
For reference, HOMO-LUMO gap by record: 10.863 9.958 10.643 eV.
For reference, E by record: -404.3971 -425.1270 -500.3152 Ha.